Record 1
Formula: C35H63N6NaO2SSb
Source: the OMol25 dataset
Level of theory: ωB97M-V with the def2-TZVPD basis set

Values from the calculation:
Charge: -1
Energy above the lowest of the compared OMol25 structures with the same formula, charge and spin in kJ/mol: 35.3
Energy in a.u.: -2651.33040
Frontier orbital gap in eV: 5.47

XYZ file:
```
109
Properties=species:S:1:pos:R:3:forces:R:3
Na -0.33530 0.74623 1.38088 0.185 -0.014 0.243
C -0.88216 1.21795 5.12252 0.012 0.190 -0.051
N -0.94168 0.08563 4.22214 0.008 -0.253 -0.107
C -0.06662 -0.99324 4.63109 -0.011 0.025 0.124
C -2.27737 -0.28229 3.87571 0.035 0.090 0.029
C -2.92219 -1.35260 4.47224 0.087 -0.125 -0.131
C -4.19863 -1.74685 4.07605 -0.019 0.007 -0.056
C -4.82336 -1.03961 3.05921 -0.028 -0.054 0.020
C -4.20832 0.05751 2.47555 0.013 0.080 0.046
C -2.93547 0.50537 2.88450 -0.101 0.034 0.085
N -2.23620 1.55116 2.35503 -0.026 -0.023 -0.051
C -2.80867 2.65616 1.83145 -0.005 0.072 -0.011
C -4.13947 3.09739 2.04879 -0.017 0.002 0.004
C -4.62038 4.28167 1.52128 -0.001 0.012 0.001
C -3.81307 5.10756 0.75025 0.003 -0.009 0.007
C -2.49101 4.72104 0.55237 -0.003 -0.001 -0.013
C -1.98717 3.54024 1.06614 0.014 -0.006 -0.010
N -0.58265 3.20969 0.89892 -0.181 0.015 -0.154
C 0.24423 3.96155 1.83563 -0.021 -0.036 0.041
C -0.11009 3.36125 -0.46678 0.042 0.048 0.026
H -1.24474 0.96395 6.13364 0.021 -0.023 -0.006
H -1.49460 2.02640 4.72243 0.015 -0.023 0.000
H 0.14908 1.57159 5.20197 0.006 -0.020 -0.005
H -0.30610 -1.41228 5.62443 -0.013 0.027 0.002
H 0.95579 -0.61473 4.66395 0.011 0.015 -0.005
H -0.09449 -1.79878 3.89918 -0.019 0.004 0.031
H -2.40567 -1.91084 5.24460 -0.016 -0.004 -0.005
H -4.68341 -2.59461 4.54403 0.004 -0.002 0.006
H -5.80136 -1.34842 2.70606 0.001 0.003 0.000
H -4.70609 0.58024 1.66854 0.011 -0.033 0.003
H -4.79104 2.49474 2.66677 0.009 0.022 -0.005
H -5.64815 4.56612 1.72187 0.000 -0.001 0.000
H -4.19061 6.03043 0.32921 0.001 -0.001 -0.002
H -1.83161 5.36761 -0.01703 -0.002 0.002 0.000
H 0.21899 5.04280 1.62535 -0.008 0.002 0.013
H 1.27580 3.61024 1.78481 0.004 0.011 -0.008
H -0.12713 3.79485 2.84733 0.007 -0.003 0.002
H -0.10881 4.40301 -0.82544 0.019 0.003 0.008
H -0.73879 2.76746 -1.12933 -0.006 0.015 -0.002
H 0.91668 2.98923 -0.53682 -0.011 -0.021 0.001
N -2.34303 -2.81959 1.18931 -0.016 -0.031 0.008
C -1.09402 -3.35150 1.71688 0.003 0.010 0.036
C 0.11594 -2.48098 1.37071 -0.007 -0.036 -0.159
O 1.24497 -2.94897 1.64573 -0.003 0.009 0.091
O -0.09747 -1.36222 0.83734 -0.018 -0.018 0.011
H -2.24208 -1.81017 1.13682 0.002 0.009 -0.009
H -3.10019 -2.98687 1.84107 0.000 0.019 0.012
H -0.89231 -4.35393 1.32804 0.002 0.015 -0.013
H -1.09112 -3.43590 2.81149 -0.014 -0.032 0.003
C -0.08352 2.30880 -4.21879 0.006 0.005 0.004
C -0.79845 0.96269 -4.35789 0.022 -0.007 0.004
C -2.30450 1.22038 -4.26250 0.000 0.000 0.003
C -0.47505 0.40923 -5.74336 0.009 0.012 0.006
Sb -0.31664 -0.23820 -2.53817 -0.031 0.017 -0.011
C 1.80255 -0.80715 -2.81830 -0.018 -0.037 0.012
C 2.17316 -1.83674 -1.74793 0.001 0.029 0.023
C 2.18580 -1.34497 -4.19103 0.012 -0.013 0.004
C 2.60211 0.46198 -2.51708 -0.001 0.023 -0.023
C -1.47619 -2.08870 -2.89272 -0.026 0.013 -0.009
C -1.68979 -2.48789 -4.34812 0.003 0.005 0.002
C -2.83313 -1.81870 -2.23509 0.017 0.009 0.019
C -0.81653 -3.25391 -2.15731 0.021 0.007 0.005
H -0.46462 3.00129 -4.98072 0.000 0.003 0.000
H 0.99230 2.21723 -4.37680 -0.012 0.005 0.000
H -0.24605 2.77200 -3.24421 0.003 -0.011 -0.001
H -2.59948 1.95713 -5.02070 0.001 0.000 -0.003
H -2.59158 1.62031 -3.28616 0.001 0.002 0.001
H -2.88930 0.31666 -4.43987 0.002 -0.003 0.002
H -0.84706 1.11320 -6.50076 -0.004 -0.003 -0.003
H -0.93639 -0.55509 -5.94091 -0.002 -0.014 0.010
H 0.59745 0.30859 -5.90283 -0.003 0.007 -0.006
H 1.83389 -2.83920 -1.99984 -0.022 -0.005 -0.003
H 1.77480 -1.58612 -0.76219 0.007 -0.005 -0.005
H 3.26907 -1.87685 -1.67095 0.006 -0.009 -0.002
H 1.56978 -2.19780 -4.48442 -0.002 0.000 0.001
H 3.23045 -1.68486 -4.17070 0.000 -0.002 0.000
H 2.10855 -0.58500 -4.96782 -0.001 -0.003 0.000
H 2.41041 0.81836 -1.50067 -0.003 0.003 0.000
H 2.38464 1.27734 -3.20872 0.006 -0.011 0.007
H 3.67477 0.24055 -2.59428 0.004 -0.001 0.002
H -2.29756 -1.76348 -4.89098 -0.001 0.004 -0.004
H -2.22708 -3.44490 -4.37553 0.000 0.001 -0.002
H -0.74968 -2.62251 -4.88739 0.003 -0.002 -0.001
H -3.34276 -0.95255 -2.66242 -0.001 0.006 -0.007
H -2.72712 -1.66945 -1.16029 -0.008 -0.002 -0.016
H -3.48171 -2.69234 -2.37471 0.002 -0.002 0.003
H 0.05140 -3.62996 -2.70188 0.011 0.003 0.000
H -1.53869 -4.07491 -2.07464 -0.001 -0.001 -0.003
H -0.51402 -2.98492 -1.14514 -0.012 -0.007 -0.003
C 4.34043 -3.18616 2.45637 -0.001 0.006 -0.013
C 4.40748 -2.14743 1.34440 -0.014 0.012 -0.049
N 3.34032 -1.16734 1.50435 0.000 -0.078 0.126
C 3.50061 0.12148 1.75852 0.011 0.043 -0.003
S 2.33457 1.06816 2.54075 0.051 0.026 -0.094
N 4.69670 0.71111 1.40311 0.003 -0.048 0.022
C 5.28409 0.53263 0.07470 -0.013 0.020 -0.006
C 6.80214 0.50364 0.12663 0.004 0.000 0.000
H 5.12139 -3.93615 2.31416 -0.006 -0.003 0.002
H 3.36801 -3.67565 2.45447 -0.011 -0.003 -0.004
H 4.48749 -2.71060 3.42733 0.004 0.001 0.003
H 4.30608 -2.63788 0.37182 0.010 0.013 -0.010
H 5.36786 -1.63675 1.36897 0.000 -0.001 0.014
H 2.41434 -1.60509 1.66660 0.018 0.026 -0.045
H 4.69542 1.67098 1.71466 -0.007 0.004 -0.005
H 4.95022 1.34533 -0.57927 -0.001 -0.002 -0.001
H 4.89348 -0.38387 -0.36138 -0.004 -0.006 -0.002
H 7.19127 1.42273 0.56835 0.001 0.000 0.000
H 7.21846 0.40892 -0.87777 0.001 0.001 0.002
H 7.15654 -0.33228 0.73114 -0.003 -0.001 -0.001
```
Forces are in eV/Å.

***

Record 2
Formula: C35H64BCl17N3O4
Source: the OMol25 dataset
Level of theory: ωB97M-V with the def2-TZVPD basis set

Values from the calculation:
Charge: +1
Energy in a.u.: -9685.20495
Frontier orbital gap in eV: 8.83

XYZ file:
```
124
Properties=species:S:1:pos:R:3:forces:R:3
C 7.42806 2.00495 0.70500 -0.269 0.013 -0.843
C 6.69212 1.55312 -0.56652 0.231 0.387 0.140
O 5.53020 2.35631 -0.76708 -0.011 -0.460 0.018
C 4.34057 1.76485 -0.29652 -0.537 0.245 -0.902
C 3.51354 2.85923 0.34976 0.306 0.199 0.741
O 2.38877 2.36800 1.06640 0.017 -0.303 -0.271
C 1.32036 2.01107 0.21389 -0.168 1.079 0.485
C 0.55062 0.92059 0.94537 -0.015 -1.454 0.197
C 1.43577 -0.29399 1.02154 1.602 -0.673 -0.109
C 1.13135 -1.32199 2.11658 -0.494 0.711 -0.130
B 2.09313 -1.28113 3.37853 -0.101 0.000 0.446
O 3.22537 -0.51579 3.46931 0.068 -0.541 -0.077
O 1.71742 -2.04781 4.47620 -0.131 -0.147 -0.666
N 1.31923 -0.79473 -0.39671 -1.816 -0.593 1.554
C 0.03361 -0.42119 -0.77956 0.723 -0.897 0.068
N -0.40869 -0.87471 -1.93440 -0.653 1.029 0.204
Cl 0.62453 -1.80814 -2.88913 0.005 -0.152 -0.038
C -1.76499 -0.65992 -2.45743 -0.803 -0.874 -0.653
C -2.78966 -1.59800 -1.82030 0.917 0.283 0.039
N -0.61714 0.32041 0.15913 1.409 2.618 -0.929
C -1.47793 1.49700 -0.23611 -1.488 -0.928 -0.399
C -2.95212 1.17637 -0.12469 -0.174 -0.154 0.188
C -3.87362 1.51406 -1.10496 -0.211 -0.022 0.196
C -5.23130 1.22576 -0.93840 0.312 0.036 0.167
C -5.68734 0.61227 0.22211 0.159 -0.411 0.156
C -7.13857 0.31296 0.47023 0.125 0.576 0.302
C -4.75787 0.25603 1.21159 0.282 0.506 -0.757
C -3.41046 0.54571 1.03264 -0.473 -0.123 0.241
H 7.70240 1.16959 1.33967 0.194 0.021 0.150
H 8.29185 2.58972 0.40523 0.280 -0.058 0.290
H 6.76372 2.68009 1.22985 -0.036 -0.030 0.329
H 6.44569 0.49140 -0.53014 -0.268 -0.065 -0.002
H 7.30788 1.69992 -1.44987 0.103 0.013 -0.079
H 3.80090 1.36873 -1.16876 -0.028 -0.232 0.031
H 4.49744 0.92561 0.38097 0.205 0.126 0.318
H 3.20783 3.63026 -0.36145 -0.003 -0.065 -0.249
H 4.14240 3.35485 1.08371 0.010 0.054 0.127
H 0.72668 2.91604 0.05747 -0.256 -0.068 -0.137
H 1.68000 1.69503 -0.76572 -0.083 -0.328 -0.066
H 0.16202 1.19984 1.91794 0.097 0.403 0.075
H 2.49362 -0.07761 1.12525 -0.034 0.693 0.013
H 1.12163 -2.35007 1.74512 -0.038 -0.077 -0.065
H 0.12742 -1.12435 2.50243 -0.172 -0.341 0.047
H 3.93366 -0.77634 2.87123 0.151 0.509 -0.140
H 2.28406 -2.82862 4.47950 0.116 0.003 0.571
H 1.27376 -1.80898 -0.27740 0.670 -0.126 -0.863
H -2.06779 0.37626 -2.45455 0.301 0.218 0.291
H -1.73042 -0.94345 -3.50470 0.309 0.114 -0.157
H -3.05222 -1.28752 -0.81503 -0.240 0.026 0.032
H -3.64837 -1.61999 -2.47995 -0.289 -0.160 0.156
H -2.31155 -2.57203 -1.76085 -0.376 -0.262 -0.113
H -1.23812 1.82713 -1.24432 0.194 0.163 0.000
H -1.30563 2.31135 0.45493 0.460 -0.013 0.155
H -3.55113 2.01649 -2.00800 0.035 0.037 -0.081
H -5.94250 1.50575 -1.70561 0.316 -0.177 0.227
H -7.45129 0.91057 1.32830 -0.127 0.003 0.083
H -7.77672 0.61080 -0.35307 -0.059 -0.219 -0.221
H -7.29242 -0.72312 0.75541 -0.072 -0.173 -0.201
H -5.11361 -0.21994 2.11178 0.066 -0.089 0.157
H -2.72412 0.26861 1.82241 0.174 0.008 -0.023
Cl 6.83864 2.21924 4.06425 -0.005 -0.030 0.073
C 6.67396 3.57026 5.21607 -0.070 0.011 0.126
C 6.47330 4.88650 4.51078 -0.056 0.075 0.032
Cl 7.93092 5.40526 3.62674 -0.013 -0.018 -0.041
H 7.56037 3.58306 5.84448 0.053 -0.001 -0.069
H 5.80915 3.35456 5.84114 -0.034 -0.001 -0.046
H 6.24916 5.66218 5.24096 0.035 -0.014 0.028
H 5.65319 4.83298 3.79862 0.026 -0.034 -0.035
Cl 0.00344 7.35535 2.33390 0.003 -0.004 0.013
C 1.13686 7.45838 0.96364 -0.044 0.060 -0.062
C 1.92549 6.18705 0.78873 0.061 -0.061 -0.146
Cl 3.08146 5.92095 2.11727 -0.006 0.013 0.070
H 1.78997 8.31087 1.12952 0.015 -0.019 0.067
H 0.54205 7.64476 0.07094 -0.006 -0.039 -0.006
H 2.50682 6.23853 -0.13121 0.013 0.059 0.012
H 1.27102 5.31944 0.73822 -0.013 -0.001 0.087
Cl -1.23702 -4.80514 -0.85120 0.137 -0.002 0.095
C -2.19836 -6.28978 -1.11745 -0.054 -0.196 -0.006
C -3.07714 -6.16888 -2.33327 -0.046 -0.090 -0.063
Cl -4.38273 -4.98050 -2.09407 0.002 0.039 0.233
H -2.77857 -6.47499 -0.21790 -0.012 0.105 0.017
H -1.49239 -7.10740 -1.24905 0.045 0.048 -0.051
H -3.55196 -7.12593 -2.54329 -0.019 0.001 0.032
H -2.50858 -5.86981 -3.20955 -0.002 0.038 0.004
Cl -4.18428 -4.97126 -5.39677 0.077 0.082 -0.240
C -5.40828 -5.71507 -6.45910 -0.046 -0.018 -0.118
C -6.42058 -6.49861 -5.66501 -0.111 0.009 -0.021
Cl -5.70472 -7.95470 -4.92519 0.016 0.011 0.040
H -4.89190 -6.34335 -7.17982 0.043 -0.035 0.057
H -5.90284 -4.90747 -6.99558 -0.022 0.028 0.062
H -7.22158 -6.83387 -6.32134 0.037 -0.034 -0.031
H -6.85198 -5.89789 -4.86853 0.059 -0.007 0.041
Cl -7.64224 2.48513 -2.80658 -0.426 0.192 -0.197
C -9.26502 3.23568 -2.89116 -0.045 0.133 -0.146
C -10.03636 3.08698 -1.60705 -0.024 0.040 0.062
Cl -10.51597 1.39759 -1.30427 0.039 -0.017 0.020
H -9.79528 2.78691 -3.72662 0.038 -0.081 0.016
H -9.10875 4.29103 -3.10636 0.027 0.007 0.050
H -10.95311 3.67055 -1.66666 -0.005 -0.004 -0.046
H -9.46024 3.43244 -0.75222 0.032 -0.053 -0.002
Cl 3.20619 -5.47945 6.82465 0.000 -0.015 -0.048
C 1.60083 -4.70164 6.83449 0.000 0.126 -0.082
C 0.89595 -4.85624 8.15637 -0.060 0.047 0.052
Cl 0.41151 -6.54256 8.46418 0.018 -0.004 0.007
H 1.01825 -5.13007 6.02248 0.000 -0.074 0.034
H 1.76213 -3.64484 6.62772 -0.034 0.025 0.095
H -0.01356 -4.25805 8.15594 -0.006 -0.006 -0.046
H 1.52457 -4.53117 8.98108 0.042 -0.056 -0.003
Cl 5.19142 -1.93609 1.09691 -0.127 -0.019 -0.047
C 6.63238 -2.32718 0.10706 0.190 0.033 -0.191
C 7.08788 -3.74660 0.31855 0.023 -0.085 0.031
Cl 7.75000 -3.99588 1.94987 -0.033 0.002 0.009
H 7.41200 -1.61426 0.36251 -0.034 -0.001 0.119
H 6.35057 -2.17598 -0.93348 -0.085 -0.027 0.020
H 7.87978 -3.97968 -0.39110 0.014 0.058 -0.011
H 6.27359 -4.45222 0.17439 -0.020 0.013 0.030
Cl -1.65809 2.89832 -3.91342 -0.049 0.054 0.061
C -0.53804 2.99646 -5.30001 0.029 0.025 -0.139
C 0.58148 1.99858 -5.17565 0.063 -0.086 -0.100
Cl 1.69887 2.40128 -3.84248 -0.035 -0.065 0.092
H -0.16566 4.01545 -5.35900 0.007 0.006 0.103
H -1.12135 2.79036 -6.19535 -0.018 -0.066 0.027
H 1.17228 1.98751 -6.08956 0.003 0.065 -0.001
H 0.19910 0.99559 -5.00042 0.003 0.006 0.054
```
Forces are in eV/Å.